Density functional theory data (ωB97M-V with the def2-TZVPD basis set) for a cluster of 8 separate species, C39H52FN2O18PS2 in total at a distorted geometry.

The frontier orbital gap is 8.34 eV. Its highest occupied orbital energy is -8.901 eV. The structure (SMILES) is C[C@H](F)Cc1cc2c(c(S)c1ON=O)C(=O)N([PH2]=S)C2=O.O=C1CCCO1.O=C1CCCO1.O=C1CCCO1.O=C1CCCO1.O=C1CCCO1.O=C1CCCO1.O=C1CCCO1.

```
115
C39H52FN2O18PS2, DFT ωB97M-V with the def2-TZVPD basis set
C 1.566 -3.574 1.616
C 0.240 -3.618 0.901
F -0.765 -3.635 1.858
C 0.079 -4.818 -0.023
C -1.381 -4.973 -0.422
C -2.071 -3.848 -0.865
C -3.408 -3.969 -1.178
C -4.056 -5.188 -1.065
C -3.399 -6.345 -0.674
S -4.256 -7.893 -0.599
C -2.038 -6.207 -0.344
O -1.303 -7.298 0.066
N -1.753 -7.711 1.429
O -0.875 -7.659 2.164
C -5.479 -4.953 -1.452
O -6.311 -5.675 -1.869
N -5.696 -3.488 -1.331
P -6.055 -3.093 0.319
S -6.825 -4.554 1.336
C -4.381 -2.947 -1.655
O -4.160 -1.937 -2.235
H 1.509 -2.771 2.347
H 2.391 -3.322 0.957
H 1.765 -4.488 2.169
H 0.165 -2.715 0.296
H 0.658 -4.652 -0.926
H 0.379 -5.724 0.492
H -1.609 -2.876 -0.929
H -4.973 -7.665 0.511
H -6.934 -2.009 0.275
H -4.854 -2.627 0.874
O 3.218 0.263 1.632
C 3.523 -0.002 2.761
O 3.557 -1.274 3.213
C 3.852 -1.294 4.624
C 4.545 0.034 4.899
C 3.883 0.956 3.878
H 2.913 -1.398 5.172
H 4.481 -2.154 4.839
H 4.446 0.364 5.930
H 5.607 -0.052 4.672
H 2.964 1.406 4.258
H 4.551 1.732 3.515
O -5.306 -6.914 -8.036
C -5.679 -6.428 -7.010
O -4.827 -6.056 -6.025
C -5.564 -5.603 -4.873
C -6.929 -5.192 -5.407
C -7.110 -6.159 -6.575
H -5.631 -6.423 -4.158
H -5.025 -4.777 -4.414
H -7.711 -5.243 -4.654
H -6.887 -4.168 -5.782
H -7.557 -7.103 -6.262
H -7.682 -5.734 -7.394
O -3.260 -0.636 0.726
C -2.478 -0.095 -0.002
O -1.617 -0.792 -0.777
C -0.727 0.106 -1.477
C -1.454 1.440 -1.499
C -2.249 1.390 -0.194
H 0.214 0.156 -0.924
H -0.531 -0.291 -2.471
H -0.780 2.289 -1.584
H -2.143 1.474 -2.344
H -1.671 1.760 0.655
H -3.196 1.917 -0.256
O 0.605 4.218 -2.364
C 1.567 3.923 -1.708
O 2.039 2.661 -1.664
C 3.128 2.568 -0.717
C 3.657 3.991 -0.588
C 2.390 4.818 -0.804
H 2.736 2.180 0.222
H 3.867 1.870 -1.102
H 4.152 4.177 0.362
H 4.371 4.198 -1.387
H 1.844 4.976 0.125
H 2.592 5.769 -1.285
O 1.301 6.319 1.958
C 0.222 5.981 2.361
O 0.042 4.829 3.047
C -1.359 4.625 3.311
C -1.986 6.009 3.219
C -1.102 6.687 2.172
H -1.754 3.939 2.557
H -1.468 4.168 4.291
H -3.043 5.983 2.962
H -1.886 6.525 4.175
H -1.454 6.506 1.158
H -0.997 7.755 2.335
O -1.102 10.366 -0.254
C -0.544 9.467 -0.810
O -0.727 8.171 -0.459
C 0.153 7.319 -1.231
C 0.489 8.126 -2.478
C 0.459 9.558 -1.944
H 1.036 7.107 -0.633
H -0.357 6.389 -1.464
H 1.437 7.837 -2.928
H -0.292 7.994 -3.227
H 1.420 9.865 -1.530
H 0.129 10.280 -2.685
O 7.606 1.098 3.507
C 7.943 0.073 2.990
O 7.687 -1.136 3.546
C 8.292 -2.183 2.763
C 8.477 -1.585 1.375
C 8.713 -0.109 1.696
H 9.241 -2.455 3.230
H 7.636 -3.050 2.770
H 9.280 -2.054 0.811
H 7.555 -1.693 0.801
H 9.764 0.109 1.887
H 8.331 0.558 0.930
```

Mulliken population analysis, charges in e, atoms 1 to 4:
1. C -1.653
2. C 1.199
3. F -0.389
4. C -0.847

=====

Density functional theory data (ωB97M-V with the def2-TZVPD basis set) for a structure of composition C2H6N2S3 at a distorted geometry.

The frontier orbital gap is 8.07 eV. Its highest occupied orbital energy is -7.798 eV.

```
13
C2H6N2S3, DFT ωB97M-V with the def2-TZVPD basis set
C 3.326 -1.061 0.666
C -0.094 -0.366 -1.110
N 2.414 -0.777 1.363
N 0.122 0.889 1.214
S 4.635 -1.349 -0.139
S -0.652 0.237 2.612
S -0.793 1.013 -0.087
H -0.334 -1.282 -0.526
H 1.007 -0.538 -0.995
H -0.439 -0.465 -2.123
H -0.268 2.007 -0.628
H 1.696 -0.206 1.205
H 0.479 0.309 3.288
```

Mulliken population analysis, charges in e, atoms 1 to 4:
1. C 0.319
2. C -0.759
3. N -0.269
4. N -0.543

=====

Density functional theory data (ωB97M-V with the def2-TZVPD basis set) for an isolated molecule of C4H8FN at a distorted geometry.

The frontier orbital gap is 9.85 eV. Its highest occupied orbital energy is -8.849 eV. The structure (SMILES) is C[C@]1(N)C[C@@H]1F.

```
14
C4H8FN, DFT ωB97M-V with the def2-TZVPD basis set
C 1.037 0.261 1.038
C 0.047 0.237 -0.211
C -1.386 0.312 -0.197
C -0.897 -1.099 -0.112
H 0.768 -0.484 1.939
H 0.994 1.318 1.589
H 2.164 -0.039 0.773
H 1.747 0.063 -1.481
H 0.255 0.748 -2.145
H -2.075 0.724 -0.835
H -1.783 0.852 0.700
H -0.952 -1.800 -0.860
N 0.889 0.753 -1.340
F -0.806 -1.845 1.142
```

Mulliken population analysis, charges in e, atoms 1 to 4:
1. C -1.093
2. C 0.586
3. C -0.628
4. C -0.318

=====

Density functional theory data (ωB97M-V with the def2-TZVPD basis set) for a cluster of 3 separate species, C22H19F16NO7 in total at a distorted geometry.

The frontier orbital gap is 8.48 eV. Its highest occupied orbital energy is -9.618 eV. The structure (SMILES) is CC(=O)OCCc1ccc2c(c1)C(=O)N(O)C2=O.FC(F)C(F)(F)COC(F)(F)C(F)F.FC(F)C(F)(F)COC(F)(F)C(F)F.

```
65
C22H19F16NO7, DFT ωB97M-V with the def2-TZVPD basis set
C 6.070 0.964 1.443
C 6.439 2.532 1.274
O 7.608 2.930 1.504
O 5.359 3.374 0.909
C 5.786 4.499 0.094
C 4.420 5.114 -0.567
C 3.104 4.416 0.045
C 2.594 4.676 1.511
C 1.344 3.942 2.068
C 0.609 2.945 1.145
C 1.089 2.718 -0.319
C 2.327 3.438 -0.896
C 0.062 1.678 -0.953
O -0.249 1.506 -2.148
N -0.467 0.998 0.270
O 0.551 0.113 0.612
C -0.656 2.004 1.369
O -1.541 2.057 2.239
H 4.923 0.858 1.325
H 6.317 0.566 2.482
H 6.523 0.353 0.590
H 6.175 5.317 0.800
H 6.564 4.223 -0.708
H 4.390 6.255 -0.503
H 4.503 4.858 -1.690
H 3.227 5.410 2.126
H 0.975 4.090 3.132
H 2.627 3.233 -1.975
H 0.841 -0.308 -0.237
C -3.981 -0.564 2.928
C -3.603 -1.353 4.201
C -3.131 -2.791 3.980
F -4.071 -3.565 3.409
F -2.830 -3.374 5.170
F -4.640 -1.308 5.071
F -2.582 -0.671 4.799
O -5.376 -0.496 2.600
C -5.923 -1.572 1.866
C -6.994 -2.337 2.653
F -6.504 -2.841 3.805
F -7.460 -3.388 1.934
F -4.932 -2.366 1.418
F -6.486 -1.023 0.765
H -3.706 0.477 3.126
H -3.372 -0.848 2.066
H -2.231 -2.819 3.360
H -7.835 -1.685 2.900
C -0.779 -3.660 -2.763
C -1.196 -4.298 -4.106
C -0.056 -4.653 -5.061
F 0.657 -3.578 -5.443
F -0.551 -5.204 -6.200
F -2.107 -3.497 -4.709
F -1.857 -5.455 -3.804
O -0.857 -2.231 -2.668
C 0.246 -1.487 -3.142
C -0.110 -0.597 -4.338
F -0.584 -1.322 -5.375
F 0.986 0.061 -4.789
F 1.276 -2.318 -3.389
F 0.640 -0.705 -2.104
H -1.506 -4.012 -2.025
H 0.182 -4.039 -2.404
H 0.625 -5.380 -4.609
H -0.869 0.137 -4.065
```

Mulliken population analysis, charges in e, atoms 1 to 4:
1. C -0.752
2. C 0.512
3. O -0.532
4. O -0.108

=====

Density functional theory data (ωB97M-V with the def2-TZVPD basis set) for a structure of composition C21H37As2N3V.

The frontier orbital gap (spin up / spin down) is 7.84 / 7.47 eV. As for the multiplicity: 2. Its highest occupied orbital energy (spin up / spin down) is -13.662 / -13.071 eV. The charge is +2.

```
64
C21H37As2N3V, DFT ωB97M-V with the def2-TZVPD basis set
V -0.130 -0.092 -0.541
N -0.046 1.728 0.760
C -1.255 1.743 1.653
C -2.409 1.020 0.989
N -1.905 -0.312 0.582
C -2.901 -1.203 -0.081
C -2.519 -1.488 -1.529
N -1.046 -1.763 -1.609
H -0.046 2.563 0.182
H 0.784 1.813 1.339
H -0.989 1.220 2.570
H -1.538 2.757 1.926
H -3.253 0.947 1.675
H -2.743 1.547 0.097
H -1.611 -0.784 1.438
H -2.946 -2.135 0.480
H -3.896 -0.761 -0.044
H -3.103 -2.324 -1.909
H -2.731 -0.632 -2.162
H -0.853 -2.647 -1.146
H -0.781 -1.883 -2.584
C 1.791 0.615 3.402
C 1.160 -0.554 2.691
C 1.614 -0.958 1.434
C 1.101 -2.103 0.820
C 0.104 -2.841 1.453
C -0.378 -2.430 2.692
C 0.146 -1.296 3.300
H 2.467 1.174 2.752
H 2.386 0.262 4.245
H 1.044 1.297 3.813
H 2.457 -0.440 0.989
H 1.563 -2.484 -0.079
H -0.256 -3.765 1.015
H -1.134 -3.015 3.202
H -0.208 -1.004 4.284
C 3.356 0.953 -2.473
As 1.857 -0.257 -2.210
C 2.816 -1.941 -2.378
C 0.935 -0.128 -3.924
C 1.406 -0.755 -5.074
C 0.716 -0.628 -6.273
C -0.446 0.128 -6.329
C -0.919 0.764 -5.188
C -0.233 0.642 -3.985
As -0.820 1.501 -2.342
C -2.557 2.221 -2.833
C 0.190 3.173 -2.333
H 3.893 0.633 -3.362
H 4.022 0.918 -1.615
H 3.003 1.970 -2.616
H 3.451 -1.915 -3.259
H 2.133 -2.786 -2.454
H 3.453 -2.072 -1.505
H 2.311 -1.348 -5.051
H 1.088 -1.120 -7.162
H -0.986 0.226 -7.263
H -1.823 1.354 -5.252
H -3.260 1.431 -3.084
H -2.447 2.889 -3.683
H -2.951 2.793 -1.996
H 0.369 3.489 -3.357
H 1.145 3.045 -1.828
H -0.385 3.950 -1.830
```

Mulliken population analysis, charges in e, atoms 1 to 4:
1. V 0.121
2. N -0.476
3. C -0.661
4. C -0.691

=====

Density functional theory data (ωB97M-V with the def2-TZVPD basis set) for the ion C5H12NO2 with charge -1 at a distorted geometry.

The frontier orbital gap is 7.30 eV. Its highest occupied orbital energy is -3.470 eV. The structure (SMILES) is CN[C@H](C[O-])CCO. The charge is -1.

```
20
C5H12NO2, DFT ωB97M-V with the def2-TZVPD basis set
C 2.372 0.455 -0.329
N 1.394 0.834 0.669
C -0.004 0.331 0.560
C -0.435 0.237 -0.926
C -1.986 0.292 -1.036
O -2.583 -0.908 -0.573
C -0.165 -1.020 1.283
O -1.444 -1.406 1.619
H 2.175 0.962 -1.259
H 3.337 0.807 -0.029
H 2.404 -0.623 -0.579
H 1.775 0.778 1.596
H -0.637 1.076 0.965
H -0.029 1.120 -1.469
H -0.156 -0.770 -1.296
H -2.292 1.181 -0.444
H -2.276 0.402 -2.084
H 0.362 -1.703 0.665
H 0.363 -0.946 2.189
H -2.175 -1.100 0.477
```

Mulliken population analysis, charges in e, atoms 1 to 4:
1. C -0.898
2. N -0.393
3. C -0.006
4. C -0.558

=====

Density functional theory data (ωB97M-V with the def2-TZVPD basis set) for a cluster of 2 separate species, C2H4BrNO3 in total at a distorted geometry.

The frontier orbital gap is 10.14 eV. Its highest occupied orbital energy is -9.659 eV. The structure (SMILES) is O=[N+]([O-])O.C=CBr.

```
11
C2H4BrNO3, DFT ωB97M-V with the def2-TZVPD basis set
C 2.511 -0.291 0.743
C 1.613 -0.012 -0.112
N -2.274 -0.396 -0.234
O -3.080 0.732 -0.165
O -2.591 -1.336 0.356
O -1.336 -0.262 -0.893
Br 1.009 1.689 -0.525
H 2.696 -1.325 0.921
H -2.863 1.447 -0.738
H 3.010 0.508 1.389
H 1.306 -0.753 -0.742
```

Mulliken population analysis, charges in e, atoms 1 to 4:
1. C -0.429
2. C -0.306
3. N 1.135
4. O -0.437

=====

Density functional theory data (ωB97M-V with the def2-TZVPD basis set) for a structure of composition C25H31CoN7O11S.

The frontier orbital gap (spin up / spin down) is 3.47 / 3.47 eV. As for the multiplicity: 2. Its highest occupied orbital energy (spin up / spin down) is 0.462 / 0.459 eV. The charge is -2.

```
76
C25H31CoN7O11S, DFT ωB97M-V with the def2-TZVPD basis set
Co 1.011 -0.043 -0.460
O 0.676 4.088 2.130
C 0.449 3.026 1.571
O 0.773 2.925 0.297
C -0.024 1.875 2.474
C 0.959 0.688 2.459
C 0.799 -0.156 3.737
C -0.504 -0.948 3.425
C -0.901 -0.333 2.072
O 0.395 -0.188 1.477
C -1.397 1.120 2.343
C -2.579 1.616 1.544
O -3.732 1.850 2.352
O -1.910 0.571 -0.587
H 0.004 2.349 3.449
H 1.978 0.940 2.201
H 1.653 -0.824 3.844
H 0.725 0.463 4.633
H -0.302 -2.016 3.315
H -1.281 -0.817 4.179
H -1.557 -0.929 1.446
H -1.846 1.122 3.337
C -6.745 0.436 -0.513
C -5.485 1.051 0.056
C -4.252 0.457 -0.186
C -2.985 1.120 0.103
C -2.992 2.583 0.466
C -4.260 2.767 1.309
C -5.527 2.242 0.748
S -2.379 4.124 -0.480
O -3.035 3.866 -1.794
O -3.116 5.146 0.325
N 0.481 1.795 -0.601
C 0.719 2.379 -1.919
C 1.099 1.288 -2.912
O 1.464 1.572 -4.057
O 1.024 0.071 -2.459
H -6.623 -0.637 -0.677
H -6.983 0.899 -1.474
H -7.597 0.590 0.153
H -4.181 -0.458 -0.769
H -1.114 1.191 -0.583
H -4.327 3.778 1.700
H -6.463 2.763 0.929
H 1.539 3.108 -1.893
H -0.154 2.909 -2.322
C 6.360 -1.347 -1.991
N 5.486 -0.362 -1.391
C 5.789 0.146 -0.074
C 4.387 0.435 0.483
O 4.223 0.940 1.565
N 3.441 0.019 -0.426
C 4.107 -0.457 -1.452
N 3.531 -1.009 -2.527
H 7.333 -0.902 -2.197
H 5.943 -1.702 -2.930
H 6.506 -2.213 -1.333
H 6.397 1.049 -0.106
H 6.289 -0.599 0.552
H 2.520 -0.710 -2.613
H 4.042 -0.870 -3.384
C -0.963 -4.810 -1.626
N 0.219 -3.978 -1.475
C 1.235 -4.388 -0.518
C 1.759 -3.050 0.013
O 2.696 -2.950 0.760
N 0.983 -2.053 -0.536
C 0.084 -2.618 -1.299
N -0.941 -1.948 -1.827
H -0.673 -5.785 -2.016
H -1.658 -4.349 -2.321
H -1.483 -4.953 -0.671
H 2.035 -4.970 -0.974
H 0.802 -4.966 0.302
H -0.878 -0.947 -1.554
H -1.068 -2.072 -2.822
```

Mulliken population analysis, charges in e, atoms 1 to 4:
1. Co 1.961
2. O -0.797
3. C -0.336
4. O -0.387

=====

Density functional theory data (ωB97M-V with the def2-TZVPD basis set) for a structure of composition C14H14MgN2O4 at a distorted geometry.

The frontier orbital gap (spin up / spin down) is 2.12 / 3.46 eV. Its highest occupied orbital energy (spin up / spin down) is 0.983 / -0.344 eV. The charge is -2.

```
35
C14H14MgN2O4, DFT ωB97M-V with the def2-TZVPD basis set
C 2.672 2.990 0.613
C 2.104 3.217 -0.696
C 2.262 2.007 -1.469
C 2.942 1.041 -0.647
C 3.225 1.656 0.627
Mg 0.464 1.808 1.206
N 1.775 1.616 3.430
C -1.137 2.862 1.455
C -0.924 3.785 0.338
H 1.976 1.866 -2.494
H 1.654 4.136 -1.029
H 3.230 0.052 -0.949
H 3.799 1.231 1.425
H 2.813 3.738 1.369
H -0.279 4.644 0.384
H -1.449 1.664 1.372
H 1.451 1.433 4.412
H -1.287 3.625 -0.630
H -1.056 3.023 2.861
O 0.790 -0.528 0.802
C 0.003 -0.416 -0.225
O -0.295 0.723 -0.795
C -0.805 -1.676 -0.543
C -2.192 -1.671 -0.839
C -2.905 -2.868 -1.065
C -2.243 -4.118 -1.009
C -0.867 -4.136 -0.687
C -0.187 -2.940 -0.415
N -2.926 -5.348 -1.242
O -4.154 -5.318 -1.485
O -2.245 -6.404 -1.190
H -2.738 -0.720 -0.869
H -3.974 -2.862 -1.291
H -0.352 -5.101 -0.649
H 0.855 -3.009 -0.078
```

Mulliken population analysis, charges in e, atoms 1 to 4:
1. C -0.928
2. C -0.568
3. C -0.547
4. C -0.360

=====

no.,calculated total energy (eV)
1,-114797.899
2,-37653.583
3,-8482.145
4,-82416.452
5,-174199.654
6,-10964.145
7,-79808.429
8,-107839.882
9,-31351.241